{
  "formula": "C21H33ClO6",
  "method": "ωB97M-V/def2-TZVPD",
  "symbols": ["Cl", "O", "O", "O", "O", "O", "O", "C", "C", "C", "C", "C", "C", "C", "C", "C", "C", "C", "C", "C", "C", "C", "C", "C", "C", "C", "C", "C", "H", "H", "H", "H", "H", "H", "H", "H", "H", "H", "H", "H", "H", "H", "H", "H", "H", "H", "H", "H", "H", "H", "H", "H", "H", "H", "H", "H", "H", "H", "H", "H", "H"],
  "xyz": [[3.833, -0.641, 1.951], [-5.467, -1.317, -2.189], [-2.179, -2.507, 0.315], [6.594, 3.050, -0.357], [2.366, 4.920, 2.013], [-1.063, -1.922, 2.106], [-6.525, -3.231, -2.124], [3.573, 4.819, 0.008], [-4.874, -0.228, -2.904], [5.723, 1.377, 1.719], [-3.822, -4.210, -0.316], [-6.197, -2.283, -2.783], [3.847, 3.088, 1.879], [1.789, 1.898, 2.865], [1.318, 1.787, 1.407], [3.196, 4.333, 1.352], [5.480, 3.286, 0.075], [-6.633, -2.114, -4.219], [5.044, 0.068, -0.377], [5.272, 0.039, 1.132], [3.186, 2.536, 3.104], [-1.229, -4.266, 1.766], [4.938, 2.580, 1.276], [4.642, 4.304, -0.594], [-5.840, 0.922, -3.094], [-1.458, -2.816, 1.409], [0.242, 0.677, 1.250], [-2.551, -3.473, -0.675], [-1.223, -4.943, 0.915], [1.776, 0.901, 3.306], [5.161, -0.945, -0.765], [-6.218, 1.256, -2.128], [-6.688, -3.101, -4.672], [6.750, 1.514, 1.374], [-1.720, -4.151, -0.877], [-3.705, -4.796, 0.597], [1.053, 2.480, 3.422], [3.846, 1.819, 3.591], [-4.634, -3.503, -0.155], [5.796, 0.683, -0.869], [-6.698, 0.630, -3.700], [6.073, -0.675, 1.324], [0.851, 2.736, 1.138], [4.933, 4.637, -1.583], [3.071, 3.362, 3.809], [0.123, 0.088, 2.151], [2.142, 1.550, 0.736], [-0.709, 1.088, 0.914], [5.767, 1.314, 2.807], [0.561, -0.019, 0.471], [-2.707, -2.889, -1.581], [-5.342, 1.758, -3.584], [-2.005, -4.577, 2.463], [-7.628, -1.669, -4.228], [4.033, 0.393, -0.623], [-4.108, -4.884, -1.123], [-5.965, -1.505, -4.822], [-0.264, -4.341, 2.261], [-4.038, 0.087, -2.282], [-4.452, -0.573, -3.850], [2.962, 5.597, -0.433]],
  "nbo_charge": [-0.0733, -0.5087, -0.5059, -0.5248, -0.5019, -0.5790, -0.5743, -0.2310, -0.0709, -0.4680, -0.6407, 0.7981, 0.0027, -0.3860, -0.4072, 0.5010, 0.4996, -0.7442, -0.6403, -0.1588, -0.4541, -0.7431, -0.0694, -0.2196, -0.6367, 0.8020, -0.6093, -0.0663, 0.2175, 0.2102, 0.2216, 0.2233, 0.2475, 0.2527, 0.1698, 0.2009, 0.2104, 0.2192, 0.2400, 0.2307, 0.2061, 0.2131, 0.2013, 0.2296, 0.2376, 0.2289, 0.1926, 0.2040, 0.2317, 0.2020, 0.1928, 0.2203, 0.2456, 0.2468, 0.2199, 0.2219, 0.2180, 0.2458, 0.2040, 0.1723, 0.2322],
  "spin_multiplicity": 1,
  "lumo_energy_ev": -1.122,
  "mol_weight_g_mol": 416.9,
  "gap_ev": 8.664,
  "total_energy_ev": -47119.1670,
  "homo_ev": -9.79
}